Entry 1:
C33H41N5P2Pt as an isolated structure at a distorted geometry. Source: the Open Molecules 2025 dataset; level of theory: wB97M-V/def2-TZVPD.

Calculated values
2S+1 = 3
gap between HOMO and LUMO (spin up / spin down) = 8.32 / 6.91 eV
total charge = +2
⟨S²⟩ = 2.01
HOMO energy (spin up / spin down) = -0.48603 / -0.52183 hartree
LUMO (spin up / spin down) = -4.905 / -7.293 eV

Last column: Mulliken spin population.
Element x y z (Å)
Pt (0.42, -1.14, -1.18)  1.04
C (-0.94, 1.97, 1.64)  0.01
N (-0.17, 1.04, 0.80)  0.10
P (0.31, -0.55, 1.15)  0.16
C (2.11, -0.46, 1.44)  0.02
C (2.73, 0.71, 1.87)  0.01
C (4.10, 0.73, 2.12)  0.00
C (4.85, -0.43, 1.95)  0.00
C (4.24, -1.60, 1.53)  0.01
C (2.87, -1.62, 1.28)  0.03
C (-0.28, -1.05, 2.77)  0.01
C (-0.85, -2.32, 2.91)  0.02
C (-1.13, -2.82, 4.18)  0.01
C (-0.82, -2.06, 5.29)  0.00
C (-0.23, -0.80, 5.16)  0.01
C (0.04, -0.29, 3.90)  0.02
P (0.37, 1.37, -0.77)  0.07
C (1.00, 3.06, -0.79)  0.07
C (0.15, 4.10, -1.18)  0.02
C (0.62, 5.41, -1.12)  0.00
C (1.92, 5.67, -0.70)  0.01
C (2.76, 4.63, -0.34)  -0.01
C (2.31, 3.33, -0.39)  0.03
C (-0.99, 1.41, -1.96)  0.02
C (-0.60, 1.38, -3.31)  0.05
C (-1.54, 1.41, -4.32)  0.00
C (-2.90, 1.45, -3.99)  0.01
C (-3.29, 1.47, -2.66)  0.00
C (-2.35, 1.45, -1.64)  0.00
H (-1.51, 1.41, 2.38)  0.00
H (-1.64, 2.54, 1.03)  0.00
H (-0.29, 2.68, 2.16)  0.00
H (2.14, 1.61, 2.03)  0.00
H (4.58, 1.64, 2.46)  0.00
H (5.92, -0.41, 2.15)  0.00
H (4.82, -2.51, 1.41)  0.00
H (2.39, -2.54, 0.96)  0.02
H (-1.06, -2.92, 2.03)  0.00
H (-1.57, -3.80, 4.29)  0.00
H (-1.02, -2.45, 6.28)  0.00
H (0.02, -0.22, 6.04)  0.00
H (0.51, 0.68, 3.80)  0.00
H (-0.85, 3.91, -1.52)  0.00
H (-0.04, 6.23, -1.40)  0.00
H (2.27, 6.70, -0.66)  0.00
H (3.78, 4.84, -0.03)  0.00
H (2.97, 2.51, -0.12)  0.04
H (0.46, 1.38, -3.56)  0.01
H (-1.23, 1.40, -5.35)  0.00
H (-3.64, 1.46, -4.78)  0.00
H (-4.35, 1.51, -2.41)  0.00
H (-2.67, 1.46, -0.61)  0.00
C (3.70, 0.50, -1.93)  0.04
C (3.46, -0.96, -2.04)  0.01
N (2.32, -1.62, -1.89)  0.07
C (2.59, -2.98, -2.05)  0.01
C (3.90, -3.14, -2.32)  0.00
N (4.43, -1.86, -2.31)  0.01
H (2.77, 1.04, -2.11)  -0.02
H (4.44, 0.83, -2.66)  0.00
H (4.05, 0.75, -0.93)  0.00
H (1.83, -3.74, -1.99)  0.00
H (4.50, -4.01, -2.52)  0.00
H (5.39, -1.62, -2.47)  0.00
C (-3.82, -3.40, 0.14)  0.00
C (-3.94, -1.89, -0.12)  0.00
C (-4.67, -1.22, 1.03)  0.00
C (-4.67, -1.64, -1.44)  0.00
N (-2.61, -1.22, -0.16)  -0.02
N (-1.75, -1.71, -1.19)  0.09
H (-4.81, -3.83, 0.30)  0.00
H (-3.22, -3.59, 1.04)  0.00
H (-3.37, -3.93, -0.70)  0.00
H (-5.71, -1.54, 1.07)  0.00
H (-4.65, -0.13, 0.91)  0.00
H (-4.21, -1.47, 1.99)  0.00
H (-5.70, -2.00, -1.36)  0.00
H (-4.21, -2.17, -2.28)  0.00
H (-4.70, -0.57, -1.66)  0.00
H (-2.15, -1.36, 0.72)  0.00
H (-2.12, -1.36, -2.07)  0.01
H (-1.78, -2.73, -1.23)  -0.02


Entry 2:
An isolated ion of composition C4H6N5 and charge +1 at a distorted geometry. Source: the Open Molecules 2025 dataset; level of theory: wB97M-V/def2-TZVPD.

Calculated values
SMILES = C1=NC=N[N@@H+]2CC=NN12
gap between HOMO and LUMO = 9.70 eV
total charge = +1
HOMO energy = -0.53126 hartree
LUMO = -4.761 eV

Last column: natural (NBO) charge in e.
Element x y z (Å)
C (-1.41, -1.28, -0.26)  0.34
N (-2.19, -0.76, 0.61)  -0.49
C (-1.78, 0.39, 1.20)  0.30
N (-0.60, 0.89, 1.18)  -0.31
N (0.40, 0.10, 0.62)  -0.11
C (1.43, 0.84, -0.13)  -0.30
C (1.47, 0.09, -1.44)  0.08
N (0.60, -0.82, -1.52)  -0.15
N (-0.11, -0.91, -0.41)  -0.11
H (-1.77, -2.04, -0.94)  0.25
H (-2.55, 0.99, 1.68)  0.24
H (0.90, -0.54, 1.55)  0.46
H (2.39, 0.86, 0.38)  0.27
H (1.09, 1.87, -0.27)  0.28
H (2.13, 0.32, -2.26)  0.26


Entry 3:
The molecule C4H7N3 at a distorted geometry. Source: the Open Molecules 2025 dataset; level of theory: wB97M-V/def2-TZVPD.

Calculated values
SMILES = [H]/N=C(\C#N)NCC
gap between HOMO and LUMO = 10.42 eV
total charge = 0
HOMO energy = -0.35349 hartree
LUMO = 0.806 eV

Last column: natural (NBO) charge in e.
Element x y z (Å)
H (-2.63, -1.03, 1.41)  0.36
N (-1.96, -0.37, 1.02)  -0.67
C (-0.80, -0.89, 0.92)  0.34
C (-0.49, -2.26, 1.34)  0.21
N (-0.28, -3.35, 1.65)  -0.27
N (0.27, -0.24, 0.38)  -0.58
C (0.16, 1.06, -0.25)  -0.22
C (1.09, 1.17, -1.45)  -0.62
H (1.16, -0.72, 0.36)  0.40
H (-0.89, 1.17, -0.56)  0.23
H (0.37, 1.86, 0.47)  0.19
H (0.96, 0.33, -2.14)  0.21
H (2.15, 1.20, -1.15)  0.20
H (0.88, 2.09, -2.00)  0.22


no.,DFT total energy (eV)
1,-64148.1156
2,-11684.4206
3,-8731.2502